(1)
Here is a structure of composition C29H42F10N4O2Si2Ti in a non-equilibrium geometry from the Open Molecules 2025 dataset. Energies are from ωB97M-V/def2-TZVPD.

Computed properties:
Total energy, a.u.: -3926.9956
M, g/mol: 772.7
F_max, Eh/bohr: 0.034
LUMO level, Ha: -0.0018
Kohn-Sham gap, eV: 7.3
ΔE to the lowest compared entry with this formula, charge and spin, kcal/mol: 5.68
2S+1: 1

Positions of all 90 atoms, in Å:
Ti -0.11 0.28 0.30
C -0.94 -3.99 -1.28
N -0.45 -2.74 -1.85
C -0.41 -2.84 -3.30
C 0.85 -2.44 -1.25
C 1.64 -1.25 -1.79
N 1.10 0.05 -1.45
C 1.65 1.10 -2.07
C 0.97 2.34 -2.01
F -0.24 2.30 -1.35
C 1.42 3.52 -2.54
F 0.69 4.65 -2.41
C 2.62 3.58 -3.22
C 3.31 2.38 -3.36
F 4.47 2.39 -4.04
C 2.86 1.19 -2.83
F 3.65 0.10 -3.02
H -0.32 -4.85 -1.58
H -1.96 -4.16 -1.62
H -0.92 -3.92 -0.20
H 0.30 -3.60 -3.66
H -0.16 -1.88 -3.73
H -1.41 -3.12 -3.65
H 1.52 -3.32 -1.35
H 0.66 -2.26 -0.19
H 1.72 -1.33 -2.88
H 2.66 -1.37 -1.38
H 3.00 4.49 -3.63
C -1.19 -0.76 3.92
Si -1.97 0.87 3.28
C -3.82 0.41 3.05
C -1.99 1.94 4.89
C -1.26 1.65 1.68
C 0.05 2.28 1.88
C 0.45 3.16 2.91
C 1.73 3.66 2.91
C 2.62 3.30 1.90
C 2.16 2.46 0.91
N 0.92 1.98 0.90
Si -2.43 3.05 1.03
C -3.16 4.14 2.44
C -1.60 4.38 -0.06
C -4.01 2.44 0.12
H -1.97 -1.46 4.23
H -0.56 -0.58 4.79
H -0.59 -1.25 3.16
H -4.13 -0.25 3.85
H -4.01 -0.10 2.11
H -4.46 1.28 3.09
H -2.66 1.49 5.61
H -2.34 2.96 4.73
H -1.01 2.00 5.36
H -0.25 3.43 3.68
H 2.05 4.34 3.69
H 3.63 3.66 1.88
H 2.79 2.17 0.08
H -2.39 4.62 3.03
H -3.80 3.57 3.11
H -3.78 4.93 2.01
H -0.53 4.46 0.14
H -2.03 5.36 0.11
H -1.71 4.17 -1.12
H -4.56 1.70 0.70
H -3.81 2.04 -0.86
H -4.68 3.29 -0.01
N -2.88 -2.62 1.21
C -2.21 -1.62 0.63
O -1.10 -1.29 1.04
C -2.82 -0.89 -0.52
C -1.73 0.04 -1.08
H -2.47 -3.08 2.01
H -3.77 -2.94 0.87
H -3.68 -0.32 -0.15
H -3.19 -1.61 -1.26
H -2.19 0.97 -1.42
H -1.32 -0.45 -1.96
C 3.83 -0.64 1.49
C 2.43 -1.07 1.98
O 1.40 -0.59 1.26
C 2.28 -0.60 3.47
F 3.44 -0.26 4.07
F 1.52 0.50 3.50
F 1.71 -1.50 4.28
C 2.39 -2.63 1.98
F 3.11 -3.19 2.97
F 1.13 -3.09 2.10
F 2.87 -3.14 0.84
H 3.93 -0.88 0.43
H 3.95 0.43 1.62
H 4.61 -1.15 2.05

Atom charges from the Löwdin analysis, given in e for atoms 1 to 5: Ti 1.14; C -0.11; N -0.27; C -0.09; C -0.20



(2)
Here is a structure of composition C26H31HfN2O8 in a non-equilibrium geometry from the Open Molecules 2025 dataset. Energies are from ωB97M-V/def2-TZVPD.

Computed properties:
Total energy, a.u.: -1768.3148
M, g/mol: 678.0
F_max, Eh/bohr: 0.080
LUMO level, Ha: -0.1334
Kohn-Sham gap, eV: 8.2
Net charge: +1
ΔE to the lowest compared entry with this formula, charge and spin, kcal/mol: 16.96
2S+1: 1

Positions of all 68 atoms, in Å:
O -0.24 -0.45 -3.99
C -0.70 0.76 -4.85
C -0.15 0.27 -6.14
H -0.22 1.67 -4.47
H -1.79 0.80 -4.91
C 0.01 -1.07 -5.41
H 0.80 0.72 -6.41
H -0.81 0.27 -7.00
C 1.41 -1.57 -5.63
H 2.13 -0.90 -5.12
H 1.63 -1.48 -6.71
H 1.53 -2.61 -5.32
C -1.08 -2.03 -5.83
H -2.05 -1.54 -5.78
H -1.03 -2.98 -5.28
H -0.92 -2.28 -6.88
Hf -0.39 -0.55 -1.82
C -2.32 -1.02 -0.57
C -2.33 0.40 -0.27
C -2.40 1.11 -1.50
H -2.36 0.84 0.74
C -2.52 0.15 -2.55
C -2.53 -1.16 -1.99
H -2.76 -2.08 -2.51
H -2.32 -1.78 0.18
H -2.37 2.21 -1.58
H -2.83 0.40 -3.55
C 0.64 -2.75 -0.20
C -0.35 -2.91 -1.23
C 0.28 -2.62 -2.49
H -1.30 -3.43 -1.06
C 1.50 -1.91 -2.17
C 1.77 -2.15 -0.77
H 2.73 -1.98 -0.26
H 0.51 -3.13 0.81
H 0.05 -3.05 -3.47
H 2.23 -1.54 -2.89
O 2.64 2.19 -1.12
C 1.82 1.91 -2.30
C 1.66 3.26 -3.06
H 0.74 1.55 -1.96
H 2.20 1.02 -2.86
C 1.74 4.27 -1.93
H 0.68 3.23 -3.58
H 2.52 3.44 -3.71
C 1.96 3.45 -0.65
H 0.84 4.83 -1.82
H 2.61 4.90 -2.05
H 0.98 3.22 -0.15
H 2.58 3.93 0.12
O -0.64 -1.43 1.70
C 0.03 -0.46 1.38
O 0.21 -0.03 0.13
C 0.69 0.31 2.53
C 1.70 1.23 2.26
C 2.29 2.00 3.28
C 1.96 1.86 4.60
C 0.95 0.95 4.90
C 0.32 0.16 3.89
N 0.60 0.88 6.30
O 1.23 1.60 7.11
O -0.29 0.11 6.69
N 3.34 2.97 3.00
O 3.76 3.23 1.86
O 3.81 3.54 4.01
H 2.02 1.38 1.24
H 2.49 2.44 5.36
H -0.45 -0.55 4.20

Atom charges from the natural (NBO) analysis, given in e for atoms 1 to 5: O -0.69; C -0.04; C -0.49; H 0.22; H 0.21



(3)
Here is an isolated molecule of C3H5NS in a non-equilibrium geometry from the Open Molecules 2025 dataset. Energies are from ωB97M-V/def2-TZVPD.

Computed properties:
Total energy, a.u.: -570.1388
M, g/mol: 87.1
F_max, Eh/bohr: 0.105
LUMO level, Ha: -0.0126
Kohn-Sham gap, eV: 8.5
ΔE to the lowest compared entry with this formula, charge and spin, kcal/mol: 60.05
2S+1: 1

Positions of all 10 atoms, in Å:
C -1.39 -0.20 0.16
C -0.05 -0.04 -0.56
C 0.98 0.65 0.09
H -1.26 -0.92 1.06
H 0.00 0.16 -1.63
H 1.72 1.47 -0.35
H 0.68 1.13 1.06
H 1.07 -1.42 0.61
N 1.15 -0.81 -0.26
S -2.91 -0.01 -0.18

Atom charges from the natural (NBO) analysis, given in e for atoms 1 to 5: C -0.32; C -0.19; C -0.26; H 0.18; H 0.22



(4)
Here is a cluster of 6 separate species, C33H28F40N2O10 in total in a non-equilibrium geometry from the Open Molecules 2025 dataset. Energies are from ωB97M-V/def2-TZVPD.

Computed properties:
Total energy, a.u.: -6130.6638
M, g/mol: 1372.5
F_max, Eh/bohr: 0.131
LUMO level, Ha: -0.0636
Kohn-Sham gap, eV: 8.2
2S+1: 1

Positions of all 113 atoms, in Å:
N -0.33 -0.58 4.94
C -0.71 -1.16 3.94
O -1.06 -1.68 2.64
C -0.27 -0.92 1.71
C 1.06 -1.09 1.22
C 2.00 -2.32 1.63
C 3.54 -1.97 1.22
O 3.66 -2.36 -0.19
C 4.63 -2.70 2.15
N 4.28 -4.09 2.57
C 1.29 0.16 0.25
O 2.06 0.32 -0.72
O 0.35 1.18 0.70
C -0.82 0.42 1.03
O -2.04 0.65 0.82
H 1.66 -3.22 1.01
H 1.99 -2.53 2.77
H 3.74 -0.83 1.24
H 4.19 -3.20 -0.23
H 5.68 -2.74 1.67
H 4.73 -2.08 3.12
H 3.87 -4.14 3.51
H 3.70 -4.58 1.88
C -5.07 0.56 -0.88
C -4.92 -0.96 -1.12
C -4.97 -1.39 -2.59
F -6.14 -1.09 -3.18
F -4.83 -2.74 -2.69
F -5.86 -1.62 -0.39
F -3.71 -1.34 -0.62
O -6.37 1.02 -0.51
C -7.27 1.31 -1.56
C -8.52 0.42 -1.53
F -8.20 -0.90 -1.64
F -9.34 0.70 -2.56
F -6.62 1.26 -2.74
F -7.64 2.60 -1.39
H -4.45 0.79 -0.01
H -4.63 1.16 -1.69
H -4.16 -0.93 -3.16
H -9.07 0.55 -0.60
C 5.34 1.89 -1.37
C 6.17 2.64 -2.44
C 7.03 1.76 -3.34
F 7.97 1.08 -2.65
F 7.70 2.52 -4.24
F 6.91 3.60 -1.83
F 5.27 3.31 -3.23
O 5.89 1.85 -0.04
C 6.82 0.82 0.24
C 8.20 1.36 0.60
F 8.73 2.09 -0.41
F 9.07 0.34 0.84
F 6.84 -0.05 -0.78
F 6.30 0.15 1.30
H 4.41 2.46 -1.25
H 5.02 0.90 -1.70
H 6.42 1.04 -3.90
H 8.16 2.00 1.49
C 2.25 5.35 -3.74
C 1.68 3.92 -3.89
C 1.95 3.24 -5.23
F 1.39 3.90 -6.26
F 1.41 1.99 -5.24
F 0.36 3.95 -3.60
F 2.26 3.16 -2.91
O 1.34 6.43 -3.96
C 1.16 6.86 -5.30
C -0.28 6.67 -5.78
F -0.65 5.37 -5.74
F -0.41 7.07 -7.07
F 2.06 6.26 -6.09
F 1.47 8.18 -5.31
H 2.54 5.45 -2.69
H 3.19 5.48 -4.30
H 3.02 3.14 -5.41
H -0.98 7.24 -5.17
C 2.86 1.50 6.31
C 3.69 0.22 6.51
C 3.41 -0.57 7.79
F 3.67 0.14 8.90
F 4.19 -1.68 7.85
F 5.01 0.53 6.42
F 3.43 -0.60 5.45
O 3.48 2.74 6.68
C 3.39 3.12 8.04
C 4.76 3.21 8.72
F 5.40 2.03 8.70
F 4.63 3.57 10.02
F 2.53 2.31 8.68
F 2.80 4.35 8.03
H 2.69 1.59 5.24
H 1.85 1.41 6.73
H 2.36 -0.90 7.82
H 5.39 3.95 8.22
C -8.95 -6.06 -3.23
C -8.15 -7.37 -3.08
C -8.45 -8.20 -1.83
F -8.16 -7.53 -0.69
F -7.69 -9.32 -1.82
F -6.83 -7.09 -3.17
F -8.44 -8.14 -4.17
O -8.30 -4.85 -2.82
C -8.37 -4.51 -1.45
C -7.00 -4.48 -0.78
F -6.39 -5.68 -0.84
F -7.12 -4.16 0.54
F -9.25 -5.33 -0.83
F -8.93 -3.27 -1.42
H -9.12 -5.93 -4.30
H -9.96 -6.14 -2.80
H -9.50 -8.50 -1.80
H -6.35 -3.74 -1.25

Atom charges from the Löwdin analysis, given in e for atoms 1 to 5: N 0.16; C -0.17; O 0.04; C -0.07; C 0.04



(5)
Here is a structure of composition C13H17BaNS in a non-equilibrium geometry from the Open Molecules 2025 dataset. Energies are from ωB97M-V/def2-TZVPD.

Computed properties:
Total energy, a.u.: -983.8245
M, g/mol: 356.7
F_max, Eh/bohr: 0.038
LUMO level (alpha / beta), Ha: -0.0372 / -0.0390
Kohn-Sham gap (alpha / beta), eV: 2.7 / 2.8
ΔE to the lowest compared entry with this formula, charge and spin, kcal/mol: 0.00
2S+1: 1

Positions of all 33 atoms, in Å:
C 0.81 -1.25 -2.14
C 0.05 1.95 -2.05
C -0.65 -1.27 -2.14
H 1.15 -2.11 -2.75
C -1.19 1.71 -1.62
H 0.64 2.72 -1.54
H -1.09 -2.03 -1.49
H -1.58 2.33 -0.80
C -1.58 -0.49 -2.93
H -2.43 -1.17 -3.12
H -1.19 -0.18 -3.91
C 1.61 0.00 -2.60
H 2.29 -0.32 -3.41
H 2.28 0.32 -1.79
C 0.82 1.22 -3.11
H 0.20 0.94 -3.97
H 1.57 1.94 -3.49
C -2.19 0.75 -2.20
H -2.85 1.27 -2.91
H -2.84 0.39 -1.39
Ba 1.94 -1.00 1.20
H 1.15 -1.56 -1.09
S 0.83 1.48 1.99
C 0.43 0.46 3.31
C 0.47 0.86 4.65
C 0.39 -0.09 5.66
C 0.09 -1.42 5.33
C -0.09 -1.75 4.00
N 0.24 -0.88 3.01
H 0.63 1.92 4.85
H 0.54 0.20 6.70
H -0.01 -2.19 6.09
H -0.46 -2.73 3.66

Atom charges from the Löwdin analysis, given in e for atoms 1 to 5: C -0.35; C -0.13; C -0.23; H 0.08; C -0.13



(6)
Here is a structure of composition O16S4Y in a non-equilibrium geometry from the Open Molecules 2025 dataset. Energies are from ωB97M-V/def2-TZVPD.

Computed properties:
Total energy, a.u.: -2834.5082
M, g/mol: 473.2
F_max, Eh/bohr: 0.136
LUMO level, Ha: 0.3995
Kohn-Sham gap, eV: 5.9
Net charge: -5
ΔE to the lowest compared entry with this formula, charge and spin, kcal/mol: 117.60
2S+1: 1

Positions of all 21 atoms, in Å:
Y 26.91 -32.71 -0.85
S 30.03 -30.43 -1.22
O 29.75 -31.54 -0.30
O 31.08 -30.62 -2.26
O 28.67 -30.43 -1.83
O 30.31 -29.14 -0.61
S 26.34 -33.71 -4.42
O 26.93 -32.99 -5.55
O 25.52 -34.83 -4.87
O 27.42 -34.12 -3.49
O 25.60 -32.81 -3.60
S 25.30 -30.17 1.49
O 26.15 -31.33 1.81
O 25.26 -30.35 0.04
O 24.06 -30.35 2.25
O 26.00 -28.94 1.86
S 25.50 -36.02 0.70
O 25.05 -37.12 -0.16
O 24.94 -34.77 0.35
O 25.32 -36.32 2.12
O 26.87 -35.65 0.48

Atom charges from the natural (NBO) analysis, given in e for atoms 1 to 5: Y 2.49; S 2.59; O -1.13; O -1.10; O -1.14



(7)
Here is a structure of composition C44H60BI2N4O4P2Rb in a non-equilibrium geometry from the Open Molecules 2025 dataset. Energies are from ωB97M-V/def2-TZVPD.

Computed properties:
Total energy, a.u.: -3559.3813
M, g/mol: 1121.0
F_max, Eh/bohr: 0.080
LUMO level (alpha / beta), Ha: 0.1204 / 0.1198
Kohn-Sham gap (alpha / beta), eV: 4.3 / 3.7
Net charge: -2
ΔE to the lowest compared entry with this formula, charge and spin, kcal/mol: 83.25
2S+1: 1

Positions of all 118 atoms, in Å:
Rb 21.44 10.91 9.20
C 14.68 8.41 7.16
C 15.15 7.85 8.49
C 13.98 7.84 9.51
C 16.25 8.64 9.16
P 15.90 6.14 8.23
C 14.31 5.08 8.06
N 14.43 4.56 9.41
B 15.72 5.08 9.93
N 15.94 4.38 11.24
C 17.02 4.63 12.22
P 16.97 6.44 12.85
C 15.95 6.24 14.43
C 16.26 5.08 15.40
C 14.52 6.29 13.89
C 16.04 7.55 15.29
C 18.95 6.73 13.63
C 19.17 8.15 14.22
C 19.83 6.55 12.34
C 19.24 5.61 14.61
C 14.77 3.62 11.50
C 14.44 2.83 12.57
C 13.17 2.21 12.60
C 12.35 2.21 11.42
C 12.63 2.95 10.31
C 13.91 3.66 10.30
C 16.86 5.84 6.72
C 16.11 5.47 5.42
C 17.82 7.15 6.59
C 17.80 4.68 7.11
H 14.36 9.39 7.27
H 13.89 7.85 6.69
H 15.47 8.34 6.42
H 13.66 8.91 9.59
H 14.21 7.45 10.47
H 13.08 7.35 9.24
H 16.07 9.77 9.18
H 17.24 8.56 8.55
H 16.45 8.28 10.23
H 14.38 4.24 7.32
H 13.46 5.63 7.82
H 17.98 4.47 11.72
H 16.98 3.96 13.07
H 16.89 4.30 14.96
H 15.35 4.74 15.86
H 16.83 5.46 16.21
H 14.23 5.64 13.06
H 14.22 7.28 13.73
H 13.87 5.92 14.68
H 15.07 7.69 15.88
H 16.26 8.37 14.61
H 16.96 7.53 15.94
H 18.80 8.96 13.64
H 20.26 8.35 14.41
H 18.76 8.26 15.23
H 19.50 7.36 11.69
H 19.72 5.47 11.99
H 20.84 6.82 12.59
H 18.61 5.77 15.49
H 20.33 5.63 14.70
H 18.90 4.56 14.23
H 15.09 2.76 13.43
H 12.83 1.69 13.50
H 11.43 1.57 11.54
H 11.95 3.00 9.41
H 15.19 6.13 5.07
H 15.83 4.40 5.48
H 16.82 5.45 4.67
H 17.29 7.97 6.14
H 18.64 6.97 5.87
H 18.30 7.39 7.59
H 17.18 3.86 7.62
H 18.49 5.01 7.91
H 18.40 4.35 6.26
I 22.19 12.73 12.27
C 23.08 10.95 13.14
I 23.09 8.93 12.01
H 22.44 10.83 14.01
H 24.10 11.20 13.42
O 21.09 8.69 7.84
C 21.95 8.03 7.29
C 22.34 8.40 5.96
C 22.31 7.51 4.89
C 22.70 7.95 3.60
C 22.98 9.32 3.40
C 22.86 10.23 4.44
C 22.66 9.80 5.76
O 22.97 10.54 6.75
N 23.09 6.97 2.59
O 23.71 7.30 1.61
O 22.76 5.73 2.87
H 22.50 7.19 7.78
H 22.01 6.50 4.97
H 23.19 9.64 2.33
H 22.90 11.33 4.28
C 16.59 14.93 10.08
C 17.46 14.17 10.93
C 18.64 13.72 10.46
C 19.14 14.22 9.22
C 18.23 14.80 8.35
C 17.02 15.25 8.82
N 20.40 13.87 8.89
C 21.07 14.44 7.91
C 20.88 15.78 7.41
C 21.49 16.29 6.35
C 22.62 15.68 5.75
C 22.99 14.48 6.33
C 22.15 13.77 7.18
H 15.61 15.22 10.44
H 17.15 14.00 11.93
H 19.33 13.07 11.07
H 18.44 14.97 7.26
H 16.45 15.99 8.26
H 20.04 16.36 7.77
H 21.26 17.30 6.01
H 23.06 16.23 4.95
H 24.01 14.05 6.13
H 22.30 12.75 7.35

Atom charges from the Löwdin analysis, given in e for atoms 1 to 5: Rb 0.63; C -0.07; C -0.65; C -0.08; C -0.12



(8)
Here is a structure of composition C3H12N5 in a non-equilibrium geometry from the Open Molecules 2025 dataset. Energies are from ωB97M-V/def2-TZVPD.

Computed properties:
Total energy, a.u.: -394.8565
M, g/mol: 118.2
F_max, Eh/bohr: 0.090
LUMO level, Ha: -0.1233
Kohn-Sham gap, eV: 9.5
Net charge: +1
ΔE to the lowest compared entry with this formula, charge and spin, kcal/mol: 157.12
2S+1: 1

Positions of all 20 atoms, in Å:
C 1.78 0.86 0.73
C -0.36 -1.30 -2.10
C -1.83 -0.40 1.30
N 2.05 0.36 1.78
N 2.39 1.45 -0.26
N 0.05 -0.74 -0.84
N 0.11 0.48 -0.45
N -1.36 0.86 0.59
H 0.41 -1.99 -2.37
H -1.37 -1.90 -1.82
H -0.61 -0.55 -2.76
H -1.39 -1.11 0.54
H -1.23 -0.47 2.38
H -2.89 -0.45 1.31
H 1.70 -0.24 2.48
H 3.32 1.70 -0.20
H 1.78 1.96 -0.96
H 0.69 -1.36 -0.43
H -2.08 1.09 -0.04
H -1.15 1.76 1.13

Atom charges from the natural (NBO) analysis, given in e for atoms 1 to 5: C 0.72; C -0.41; C -0.43; N -0.63; N -0.81